# 1
Here is one molecule with the formula C8H16N2OS at a distorted geometry from the OMol25 dataset. Energies are from ωB97M-V with the def2-TZVPD basis set.

```
28
Properties=species:S:1:pos:R:3:mulliken_charge:R:1
C 0.0121 2.0803 -3.5889 -0.83
C -0.5852 2.5811 -2.3142 -0.56
O -0.1947 1.6436 -1.2935 -0.47
C -0.8956 0.4901 -1.2336 0.32
S -2.2679 0.1331 -2.1161 -0.33
N -0.3871 -0.2985 -0.2566 0.28
C 0.8311 0.0721 0.3516 -0.63
C 1.5009 -1.1060 1.0911 -0.87
N 0.7112 -1.8597 2.0309 -0.04
C 0.8393 -1.3730 3.4171 -0.93
C -0.6761 -1.6293 1.6671 -0.56
C -1.0017 -1.4478 0.2343 -1.07
H 0.1811 2.9692 -4.3190 0.35
H -0.5849 1.2413 -4.1041 0.27
H 1.0866 1.8776 -3.2575 0.25
H -1.6588 2.7439 -2.1716 0.45
H -0.2309 3.5028 -1.8351 0.30
H 0.6388 0.8502 1.0394 0.31
H 1.4110 0.5007 -0.3927 0.59
H 2.4629 -0.8313 1.5884 0.39
H 1.6986 -1.6469 0.1443 0.30
H 0.5207 -0.2527 3.5262 0.29
H 1.7997 -1.6410 3.8382 0.36
H -0.0383 -1.7785 4.0478 0.30
H -1.0958 -0.7244 2.2040 0.35
H -1.3666 -2.4511 2.0473 0.33
H -2.0734 -1.3450 0.1145 0.56
H -0.6370 -2.3007 -0.4594 0.27
```

Multiplicity: 1
Net charge: 0
HOMO energy, eV: -8.2967
HOMO-LUMO gap, eV: 9.05
SMILES: CCOC(=S)N1CCN(C)CC1

# 2
Here is an isolated ion of composition C8H16N3 and charge +1 at a distorted geometry from the OMol25 dataset. Energies are from ωB97M-V with the def2-TZVPD basis set.

```
27
Properties=species:S:1:pos:R:3:mulliken_charge:R:1
C 2.2976 -1.1616 0.1755 -0.25
C -0.7772 -1.1598 0.3414 0.28
C 0.0513 -1.6115 1.4496 0.52
C 0.8467 0.6514 -0.1477 -0.40
C -0.2152 -3.1045 1.5759 -1.36
C -1.7272 3.2276 -1.0913 -1.35
C 0.4913 1.8694 -0.9929 -0.40
C -1.0070 1.8154 -1.1360 -0.29
N -1.8301 -1.4039 -0.2555 -0.46
N 1.5110 -1.5070 1.3073 -0.20
N 1.9678 -0.0296 -0.5490 -0.07
H 3.0306 -1.8246 -0.3429 0.36
H -0.3867 -1.0768 2.2768 0.18
H 0.9010 0.8316 0.9659 0.39
H -1.3144 -3.3144 1.6523 0.38
H 0.4700 -3.5971 2.3377 0.33
H -0.1070 -3.7704 0.6995 0.36
H -1.3736 3.7584 -1.9551 0.36
H -1.4965 3.7195 -0.1152 0.36
H -2.8200 3.0885 -1.1668 0.36
H 0.8380 2.8304 -0.4667 0.28
H 1.1046 1.7676 -1.9289 0.35
H -1.2743 1.3754 -2.1840 0.21
H -1.4563 1.1373 -0.4400 0.11
H -2.3634 -0.7632 -0.8207 0.34
H 1.9959 -2.0774 2.0407 0.33
H 2.6431 0.3293 -1.2295 0.31
```

Multiplicity: 1
Net charge: +1
HOMO energy (spin up / spin down), eV: -11.4580 / -11.4582
HOMO-LUMO gap (spin up / spin down), eV: 7.11 / 7.11

# 3
Here is a 2-piece molecular cluster, C8H16N5S overall at a distorted geometry from the OMol25 dataset. Energies are from ωB97M-V with the def2-TZVPD basis set.

```
30
Properties=species:S:1:pos:R:3:mulliken_charge:R:1
C -1.7804 -1.7028 0.8276 -0.61
C -3.5429 -1.4599 -0.4655 -0.13
C -1.3216 -0.6538 0.1515 0.39
C -0.2479 2.2972 1.0179 0.60
C 1.1649 -2.3241 -0.4090 -1.78
C 1.1368 -0.5413 -2.1201 -1.30
C 2.5191 -0.1280 0.0120 -1.38
C 1.4731 -0.9007 -0.6760 1.58
N -3.0100 -2.1849 0.4619 -0.53
N -0.4559 3.6087 0.7826 -0.44
N 0.0119 1.8706 2.2593 -0.37
N -0.1830 0.0655 0.3292 -0.59
N -0.2978 1.3614 0.0032 0.15
S -2.5348 -0.0894 -1.0614 -0.10
H -1.4153 -2.2874 1.7115 0.42
H -4.5397 -1.3695 -0.7696 0.44
H 1.9308 -2.8483 -0.8010 0.53
H 0.9423 -2.5076 0.6466 0.28
H 0.3003 -2.5405 -0.9870 0.52
H 0.6787 0.4412 -2.1307 0.26
H 0.5394 -1.2154 -2.6894 0.39
H 2.1298 -0.5270 -2.7914 0.35
H 3.4924 -0.4099 -0.3291 0.41
H 2.2812 0.9307 -0.1565 0.33
H 2.5069 -0.1583 1.0831 0.34
H -0.5458 4.2175 1.6270 0.22
H -0.6980 4.0180 -0.1445 0.23
H 0.0456 2.5102 3.0315 0.20
H -0.0749 0.8205 2.5477 0.28
H -0.5053 1.7072 -0.9614 0.30
```

Multiplicity: 1
Net charge: +1
HOMO energy (spin up / spin down), eV: -11.3173 / -11.3175
HOMO-LUMO gap (spin up / spin down), eV: 8.23 / 8.23

# 4
Here is a 2-piece molecular cluster, C8H16O2 overall at a distorted geometry from the OMol25 dataset. Energies are from ωB97M-V with the def2-TZVPD basis set.

```
26
Properties=species:S:1:pos:R:3:mulliken_charge:R:1
C -1.5254 -1.9214 -0.0817 -1.13
C -0.8096 -1.9424 -1.4340 -0.24
C -1.6977 -2.5371 -2.5603 0.69
C -1.1923 -2.7337 -3.9135 -1.08
O -2.8983 -2.7073 -2.4293 -0.57
H -2.1861 -2.8018 -0.0118 0.38
H -2.1431 -1.0108 -0.0048 0.25
H -0.8213 -1.9416 0.7672 0.33
H -0.4107 -0.9570 -1.7428 0.22
H 0.0409 -2.6491 -1.3836 0.28
H -0.6228 -3.6756 -3.9858 0.27
H -0.4968 -1.8900 -4.0590 0.30
H -1.9433 -2.7138 -4.7210 0.32
C 0.5842 1.7336 0.4669 -0.98
C 1.8178 1.9445 1.3056 -0.29
C 1.3939 1.9189 2.7580 0.60
C 1.6346 3.1958 3.5480 -1.06
O 0.7787 0.9555 3.2287 -0.58
H 0.7891 1.5762 -0.6054 0.30
H -0.0072 2.6577 0.5801 0.31
H -0.0143 0.8851 0.8390 0.23
H 2.5691 1.1391 1.1950 0.29
H 2.3015 2.8978 1.0179 0.27
H 1.0449 3.0706 4.4717 0.32
H 1.1631 3.9810 2.9334 0.28
H 2.6509 3.5259 3.8214 0.30
```

Multiplicity: 1
Net charge: 0
HOMO energy, eV: -9.4598
HOMO-LUMO gap, eV: 10.22
SMILES: CCC(C)=O.CCC(C)=O

# 5
Here is one molecule with the formula C8H16O2S2 at a distorted geometry from the OMol25 dataset. Energies are from ωB97M-V with the def2-TZVPD basis set.

```
28
Properties=species:S:1:pos:R:3:mulliken_charge:R:1
C 0.4486 3.6261 -0.5701 -0.70
S 0.2727 2.8174 1.0447 -0.12
C 1.8483 1.9608 1.4770 -0.12
C 1.7612 1.3388 2.8555 -1.12
S 2.2933 0.6512 0.1937 -0.18
C 0.8802 -0.0016 -0.5969 0.52
O 0.6350 0.5889 -1.6328 -0.48
O 0.2391 -1.0543 -0.0430 -0.27
C -0.9143 -1.7525 -0.7376 1.62
C -2.2195 -1.3101 0.0255 -1.43
C -0.9638 -1.7019 -2.2160 -1.74
C -0.6641 -3.2261 -0.4246 -1.87
H -0.5380 3.9254 -0.8003 0.31
H 0.8337 2.9071 -1.3392 0.20
H 1.0251 4.5754 -0.5281 0.29
H 2.5526 2.7562 1.5741 0.45
H 0.8655 0.6332 2.8421 0.25
H 2.6205 0.6515 3.1391 0.32
H 1.4857 2.0342 3.6865 0.34
H -2.1879 -0.2415 0.1315 0.37
H -2.1394 -1.6970 1.0560 0.34
H -3.1478 -1.6159 -0.4745 0.35
H -1.3986 -0.7968 -2.6511 0.34
H 0.0092 -1.8287 -2.6796 0.37
H -1.6423 -2.4864 -2.4226 0.57
H -1.4924 -3.8318 -0.8260 0.41
H 0.2768 -3.5479 -0.6662 0.50
H -0.7394 -3.3738 0.5830 0.49
```

Multiplicity: 1
Net charge: 0
HOMO energy, eV: -8.5193
HOMO-LUMO gap, eV: 9.25
SMILES: CS[C@@H](C)SC(=O)OC(C)(C)C

# 6
Here is C8H16O4S2 as an isolated structure at a distorted geometry from the OMol25 dataset. Energies are from ωB97M-V with the def2-TZVPD basis set.

```
30
Properties=species:S:1:pos:R:3:mulliken_charge:R:1
C 1.3659 -3.2443 -0.8647 -0.96
C 0.5850 -2.1891 -0.7021 -0.15
C -0.6048 1.7475 2.7392 -1.05
C -2.0242 1.8004 -2.2405 -1.07
C 2.3881 -0.3206 -1.0251 -1.03
C -0.8713 0.3216 3.0082 -0.44
C -0.9858 0.6988 -2.3307 -0.77
C 1.0220 -0.8313 -0.7919 0.28
O 0.1012 -1.8797 2.2596 -0.67
O 1.5934 0.0429 2.1607 -0.60
O 0.0940 1.6049 -0.1545 -0.73
O -1.4194 -0.2943 -0.0043 -0.69
S 0.2778 -0.4340 1.9183 1.27
S -0.2663 0.2893 -0.6402 1.23
H 1.0224 -4.2227 -0.5133 0.27
H 2.3905 -3.2065 -1.2707 0.25
H -0.4301 -2.2916 -0.4611 0.46
H -1.1593 2.4300 3.4553 0.34
H 0.4746 1.9299 2.7177 0.36
H -0.9031 2.0165 1.7406 0.25
H -2.8023 1.3247 -1.5990 0.27
H -1.5565 2.7563 -1.9930 0.25
H -2.5429 1.8295 -3.1661 0.45
H 2.4672 0.3516 -1.9845 0.21
H 2.5243 0.4360 -0.2267 0.32
H 3.1354 -1.1024 -0.8861 0.43
H -1.8084 -0.1879 2.7294 0.30
H -0.5495 0.0243 3.9654 0.42
H -0.1517 0.8499 -3.0365 0.44
H -1.3661 -0.2499 -2.8033 0.37
```

Multiplicity: 1
Net charge: 0
HOMO energy (spin up / spin down), eV: -8.6929 / -8.6344
HOMO-LUMO gap (spin up / spin down), eV: 7.03 / 7.11